Density functional theory data (ωB97M-V with the def2-TZVPD basis set) for a cluster of 2 separate species, C5H10N in total.

Structure (XYZ):
```
16
Properties=species:S:1:pos:R:3:forces:R:3
C -2.098 0.071 -1.005 -1.235 0.317 -0.408
C 0.269 -0.954 -1.268 -0.332 -3.439 0.725
C -0.024 -0.905 0.164 -1.058 1.991 0.127
C 0.212 -0.971 1.593 -3.620 -1.228 1.485
C 1.335 2.119 0.216 -0.451 -2.079 -3.339
N -0.969 -0.432 -0.648 2.365 -0.773 -0.004
H -2.679 0.558 -0.177 0.074 -0.627 -1.366
H -2.315 -0.139 -2.096 -0.319 0.996 1.543
H 1.048 -0.403 -1.734 0.127 1.155 -0.368
H 0.162 -2.001 -1.642 0.000 0.970 -0.223
H 1.184 -0.911 1.812 4.145 -0.101 0.390
H -0.097 -2.052 1.967 0.214 2.202 -0.491
H -0.180 -0.116 2.259 -0.332 -1.473 -1.399
H 0.283 1.996 0.394 -0.057 0.244 0.146
H 1.833 1.670 -0.690 -1.027 0.540 0.845
H 2.036 2.470 0.854 1.506 1.305 2.337
```
Positions in Å, forces in eV/Å.

Results
ΔE to the lowest compared entry with this formula, charge and spin	630.2	kJ/mol
orbital gap (spin up / spin down)	6.4 / 9.5	eV
net charge	+1
lowest unoccupied orbital energy (spin up / spin down)	-6.218 / -4.142	eV
HOMO (spin up / spin down)	-0.4647 / -0.4998	Eh

=====

Density functional theory data (ωB97M-V with the def2-TZVPD basis set) for a cluster of 2 separate species, C2H3NO3P in total.

Structure (XYZ):
```
10
Properties=species:S:1:pos:R:3:forces:R:3
C -0.089 -0.327 2.483 -0.620 -0.649 0.666
C 0.519 -0.248 -0.826 2.104 0.123 -1.301
N -1.074 -0.127 1.858 -1.638 1.103 -2.047
O 0.988 -1.198 -1.701 0.740 -1.116 -0.754
O 0.672 -0.660 3.303 1.426 -0.064 0.718
O -0.697 -0.097 -0.747 -4.089 0.604 0.771
P 1.813 0.476 0.126 2.122 -1.166 0.531
H -1.270 0.098 0.811 1.067 -0.642 0.958
H 0.443 -2.002 -1.597 -0.075 0.004 0.000
H 1.126 1.563 0.491 -1.037 1.803 0.459
```
Positions in Å, forces in eV/Å.

Results
ΔE to the lowest compared entry with this formula, charge and spin	60.9	kJ/mol
orbital gap (spin up / spin down)	3.8 / 7.5	eV
net charge	-1
multiplicity	3
expectation value of S²	2.01
lowest unoccupied orbital energy (spin up / spin down)	4.054 / 2.698	eV
HOMO (spin up / spin down)	0.0108 / -0.1777	Eh

=====

Density functional theory data (ωB97M-V with the def2-TZVPD basis set) for a cluster of 2 separate species, C42H40BCl4N3O2 in total.

Structure (XYZ):
```
92
Properties=species:S:1:pos:R:3:forces:R:3
Cl 1.860 -4.167 -0.605 0.563 0.157 -0.484
B 2.973 -3.689 -1.998 0.215 -1.539 0.772
Cl 4.640 -3.158 -1.303 -0.208 0.025 -0.298
Cl 3.202 -5.072 -3.185 -0.082 -0.025 0.105
O 2.344 -2.484 -2.675 0.798 3.080 -1.461
C 2.995 -1.723 -3.484 -0.083 -2.318 1.334
C 3.872 -2.255 -4.500 0.797 -0.376 -0.942
C 5.244 -1.938 -4.440 -0.430 0.213 -0.392
C 6.096 -2.315 -5.470 -0.337 -0.223 -0.182
C 5.568 -2.992 -6.580 -0.862 0.185 0.834
Cl 6.565 -3.305 -7.934 0.218 -0.163 -0.198
C 4.219 -3.403 -6.603 0.529 0.018 0.074
C 3.386 -3.066 -5.551 -0.031 0.435 0.614
H 3.005 -0.631 -3.367 -0.668 -0.318 0.195
H 5.618 -1.435 -3.554 0.093 0.080 -0.219
H 7.158 -2.082 -5.431 -0.241 -0.041 -0.012
H 3.848 -4.019 -7.420 0.125 0.246 0.130
H 2.347 -3.389 -5.503 0.278 0.065 -0.236
C 3.647 -2.281 2.408 0.120 -0.110 0.212
C 2.794 -1.151 1.908 -0.174 0.111 -0.100
C 2.186 -0.314 2.837 -0.007 0.380 -0.081
C 1.285 0.684 2.459 -0.085 -0.571 -0.037
C 0.672 1.560 3.507 -0.146 0.048 0.411
C 0.992 0.792 1.094 0.669 -0.403 -0.043
N -0.236 1.381 0.649 -1.580 1.173 0.825
C -0.709 2.672 0.876 -0.447 -1.001 -0.709
C 0.133 3.800 1.246 0.097 1.416 0.346
C -0.452 4.830 2.030 0.823 -0.487 -0.107
C 0.367 5.828 2.566 0.049 -0.151 -0.264
C 1.741 5.832 2.285 -0.074 -0.176 -0.065
C 2.284 4.892 1.396 0.040 0.309 0.115
C 1.480 3.910 0.833 -0.730 -0.412 0.234
N -1.995 2.734 0.653 0.264 -0.380 -0.149
N -2.379 1.464 0.220 1.524 0.249 0.920
C -3.738 1.343 -0.228 -1.316 -0.148 0.247
C -4.186 2.326 -1.128 -0.120 -0.251 0.288
C -3.234 3.226 -1.843 0.068 0.584 -0.481
C -5.556 2.484 -1.328 0.136 -0.394 0.156
C -6.485 1.668 -0.674 0.396 0.052 0.019
C -7.954 1.912 -0.842 -0.280 0.010 -0.027
C -6.016 0.643 0.146 0.047 0.269 -0.407
C -4.653 0.460 0.390 0.229 0.578 -0.089
C -4.245 -0.610 1.341 -0.053 -0.565 0.341
C -1.338 0.626 0.310 1.174 1.438 -1.499
C -1.094 -0.698 -0.307 0.085 -5.276 1.932
O -0.614 -0.761 -1.463 -1.046 1.394 -0.621
C -1.256 -1.947 0.469 -0.151 3.554 -1.085
C -1.395 -3.165 -0.353 0.922 -0.613 -0.653
C -0.988 -2.004 1.884 -0.411 -0.242 0.731
C -1.344 -0.962 2.775 0.052 -0.176 0.077
C -1.184 -1.093 4.153 0.200 0.204 -0.449
C -0.551 -2.218 4.678 -0.071 -0.016 0.265
C -0.148 -3.248 3.824 -0.055 0.077 -0.268
C -0.393 -3.171 2.459 -0.118 0.529 -0.344
C 1.782 0.162 0.128 0.231 -0.491 0.524
C 1.808 0.631 -1.287 -0.022 0.011 -0.479
C 2.611 -0.882 0.551 0.217 0.460 -0.079
H 3.442 -3.213 1.868 0.152 0.246 0.014
H 4.721 -2.037 2.343 -0.344 -0.164 -0.137
H 3.416 -2.441 3.468 0.101 -0.093 -0.188
H 2.386 -0.474 3.898 -0.108 0.103 -0.225
H -0.421 1.611 3.442 0.174 0.042 -0.035
H 0.924 1.166 4.500 -0.136 0.092 -0.250
H 1.071 2.580 3.444 -0.085 -0.137 -0.018
H -1.524 4.800 2.231 0.337 -0.058 0.075
H -0.066 6.595 3.212 0.169 -0.247 -0.234
H 2.395 6.580 2.749 -0.307 -0.297 -0.223
H 3.351 4.920 1.149 -0.455 0.082 0.044
H 1.862 3.220 0.072 0.000 0.157 0.536
H -3.805 3.801 -2.579 0.196 -0.026 0.040
H -2.754 3.932 -1.155 -0.104 -0.180 -0.272
H -2.455 2.679 -2.389 -0.109 0.014 0.241
H -5.904 3.266 -2.004 0.094 -0.181 0.145
H -8.524 1.131 -0.331 -0.031 0.136 -0.125
H -8.248 2.882 -0.416 0.102 -0.217 -0.074
H -8.238 1.924 -1.901 0.027 -0.037 0.187
H -6.738 -0.022 0.629 0.286 0.166 -0.099
H -5.047 -1.355 1.419 0.116 0.208 0.032
H -3.358 -1.149 0.996 -0.029 0.101 0.084
H -4.055 -0.238 2.358 -0.029 0.032 -0.296
H -1.800 -4.004 0.229 0.035 0.185 -0.133
H -2.036 -2.972 -1.229 0.206 -0.080 0.316
H -0.397 -3.456 -0.740 -0.820 -0.150 -0.016
H -1.773 -0.041 2.352 0.021 -0.552 0.571
H -1.541 -0.288 4.803 0.219 -0.293 -0.113
H -0.383 -2.293 5.751 -0.062 -0.042 -0.203
H 0.360 -4.129 4.217 -0.143 0.210 -0.003
H -0.080 -3.971 1.779 -0.128 0.257 0.398
H 2.640 1.333 -1.456 -0.029 -0.092 0.254
H 1.971 -0.226 -1.937 -0.386 0.217 0.181
H 0.887 1.129 -1.592 0.082 -0.170 -0.043
H 3.143 -1.473 -0.197 -0.144 0.289 0.331
```
Positions in Å, forces in eV/Å.

Results
ΔE to the lowest compared entry with this formula, charge and spin	183.7	kJ/mol
orbital gap	3.6	eV
lowest unoccupied orbital energy	-2.043	eV
HOMO	-0.2056	Eh

=====

Which value of ΔE to the lowest compared entry with this formula, charge and spin does entry 3 give?
183.7 kJ/mol